(1)
Formula: C32H27ClMgN3O4Te
Source: the Open Molecules 2025 dataset
Level of theory: the ωB97M-V functional and the def2-TZVPD basis

The value obtained for the lowest unoccupied orbital energy is 1.55 eV. As for the charge: -1. For the HOMO energy, the calculation gives -2.8 eV. The value obtained for the relative energy (zero: lowest compared OMol25 entry of this formula, charge and spin) is 32.58 kcal per mole. The multiplicity is 1.

Each line ends with the Löwdin charge.
Atoms and positions in Å:
Mg1 1.8866 -0.9748 -0.6010  0.541
Cl1 8.7691 -2.8106 0.2865  0.615
C1 7.1316 -2.1978 0.3352  -0.674
C2 6.7722 -1.2789 1.3536  -0.087
C3 5.5035 -0.8001 1.4328  0.017
C4 4.4914 -1.1872 0.4926  -0.342
O1 3.3162 -0.7304 0.6193  -0.170
C5 4.9027 -2.0650 -0.5733  -0.122
C6 4.0408 -2.4431 -1.6345  -0.162
O2 2.8807 -2.0371 -1.8554  -0.037
C7 6.2291 -2.5747 -0.6000  -0.081
H1 7.5222 -0.9563 2.0644  0.105
H2 5.2129 -0.0899 2.1953  0.123
H3 4.4509 -3.1740 -2.3468  0.133
H4 6.5171 -3.2508 -1.3969  0.110
C8 -11.1711 -3.7849 -0.4461  -0.097
O3 -10.1608 -4.6162 0.0861  -0.090
C9 -8.8899 -4.1186 0.1061  -0.292
C10 -8.5126 -2.9074 -0.4658  -0.025
C11 -7.1856 -2.5022 -0.4123  -0.025
C12 -6.2219 -3.2937 0.1945  -0.261
C13 -6.6124 -4.5039 0.7608  -0.031
C14 -7.9310 -4.9132 0.7260  -0.014
N1 -4.8262 -2.9887 0.2250  0.036
N2 -4.5626 -1.8216 -0.1201  0.051
C15 -3.2331 -1.4159 -0.2232  -0.229
C16 -3.0843 -0.1377 -0.7517  -0.018
C17 -1.8660 0.4377 -1.0642  0.007
C18 -0.6732 -0.2523 -0.8274  -0.346
O4 0.4721 0.1925 -1.1513  -0.171
C19 -0.7946 -1.5627 -0.1759  -0.110
N3 0.3805 -2.1868 0.1090  0.064
C20 0.3688 -3.3814 0.6592  -0.105
C21 -0.8200 -4.0379 0.9803  -0.046
C22 -2.0179 -3.4298 0.7125  0.009
C23 -2.0467 -2.1507 0.1060  -0.073
H5 -12.1036 -4.3321 -0.3365  0.088
H6 -11.0035 -3.5721 -1.5052  0.091
H7 -11.2420 -2.8415 0.1020  0.095
H8 -9.2382 -2.2727 -0.9537  0.098
H9 -6.8804 -1.5634 -0.8541  0.102
H10 -5.8593 -5.1183 1.2392  0.107
H11 -8.2389 -5.8494 1.1734  0.115
H12 -4.0037 0.3998 -0.9535  0.111
H13 -1.8012 1.4235 -1.5028  0.119
H14 1.3336 -3.8321 0.8628  0.121
H15 -0.7831 -5.0122 1.4483  0.103
H16 -2.9531 -3.9079 0.9516  0.086
C24 5.0328 8.2748 0.1970  -0.075
C25 4.4645 6.8787 0.1309  -0.302
C26 3.3682 6.5800 -0.6629  -0.046
C27 2.8328 5.2935 -0.7342  -0.337
C28 1.6293 5.0646 -1.6076  -0.132
C29 3.4070 4.2471 0.0113  -0.570
Te1 2.5933 2.2793 -0.0521  0.817
C30 4.5256 4.5462 0.8170  -0.335
C31 5.2091 3.4827 1.6335  -0.135
C32 5.0286 5.8436 0.8649  -0.048
H17 4.4626 8.9579 -0.4341  0.063
H18 6.0733 8.2937 -0.1378  0.069
H19 5.0137 8.6619 1.2191  0.069
H20 2.9099 7.3734 -1.2485  0.100
H21 1.4194 5.9452 -2.2206  0.061
H22 0.7523 4.8401 -0.9961  0.062
H23 1.7841 4.2008 -2.2546  0.037
H24 4.4825 2.9328 2.2334  0.035
H25 5.9641 3.9255 2.2893  0.061
H26 5.6943 2.7505 0.9826  0.061
H27 5.8877 6.0520 1.4989  0.104

Atoms 1-6, force components in eV/Å:
0.2 1.1 0.0
0.0 0.0 0.0
0.1 0.1 0.1
0.0 -0.1 -0.1
-0.1 0.0 0.0
0.1 0.1 -0.1

***

(2)
Formula: C32H28BClCo2O8S
Source: the Open Molecules 2025 dataset
Level of theory: the ωB97M-V functional and the def2-TZVPD basis

The value obtained for the lowest unoccupied orbital energy is -4.10 eV. For the HOMO energy, the calculation gives -5.9 eV. The value obtained for the relative energy (zero: lowest compared OMol25 entry of this formula, charge and spin) is 58.06 kcal per mole. The multiplicity is 1.

Each line ends with the Löwdin charge.
Atoms and positions in Å:
C1 5.0804 -6.2404 2.2501  -0.133
C2 3.7578 -5.5843 2.2773  -0.595
C3 2.6362 -6.1359 2.8559  -0.150
C4 1.4592 -5.3332 2.7215  -0.155
C5 1.6573 -4.1850 2.0012  -0.386
B1 0.3436 -3.1575 1.8131  -0.928
C6 -0.3503 -3.7561 0.4296  -0.084
C7 0.1371 -3.2843 -0.7765  -0.048
C8 -0.4794 -3.6411 -1.9896  -0.117
C9 -1.5927 -4.5018 -1.9543  -0.714
Cl1 -2.3803 -4.9249 -3.4284  0.613
C10 -2.0089 -5.0910 -0.7457  -0.107
C11 -1.3729 -4.7022 0.4540  -0.029
O1 -0.5409 -3.3730 2.9311  0.033
C12 -0.7034 -2.0900 3.4932  -0.473
C13 -1.8829 -1.4483 2.7466  -0.016
C14 -0.9969 -2.2146 4.9866  -0.012
C15 0.7173 -1.3919 3.1287  -0.458
C16 0.7295 0.1287 3.0046  -0.014
C17 1.8009 -1.9115 4.0778  -0.018
O2 0.9520 -1.8697 1.8061  0.030
S1 3.3404 -4.0234 1.5555  1.018
H1 4.9844 -7.1812 2.7934  0.072
H2 5.3948 -6.4552 1.2310  0.067
H3 5.8401 -5.6302 2.7313  0.065
H4 2.6278 -7.0860 3.3785  0.096
H5 0.4837 -5.6101 3.0891  0.103
H6 1.0027 -2.6248 -0.7752  0.111
H7 -0.1201 -3.2497 -2.9431  0.089
H8 -2.8264 -5.8180 -0.7520  0.095
H9 -1.7038 -5.1497 1.3911  0.113
H10 -2.1551 -0.4840 3.1914  0.074
H11 -1.6511 -1.2920 1.6820  0.068
H12 -2.7554 -2.1148 2.8012  0.096
H13 -1.1250 -1.2185 5.4341  0.083
H14 -1.9235 -2.7818 5.1437  0.087
H15 -0.1855 -2.7345 5.5090  0.081
H16 0.4814 0.6118 3.9554  0.083
H17 1.7359 0.4444 2.6995  0.090
H18 0.0250 0.4571 2.2323  0.043
H19 1.7052 -1.4340 5.0647  0.086
H20 1.7243 -3.0014 4.2022  0.090
H21 2.7962 -1.6977 3.6707  0.087
O3 -2.9643 4.5019 2.9214  0.184
C18 -2.4887 4.1023 1.9383  -0.046
Co1 -1.7118 3.5068 0.4738  0.195
C19 -0.0505 3.9906 0.8053  -0.093
O4 1.0054 4.3264 1.1349  0.192
C20 -1.6694 1.7906 0.4250  -0.108
O5 -1.6227 0.6365 0.3332  0.179
C21 -3.0989 3.6496 -1.0951  -0.220
C22 -4.4423 3.4553 -0.5895  -0.233
C23 -4.9105 2.1867 -0.1606  -0.018
C24 -6.1526 2.0575 0.4626  -0.049
C25 -6.9896 3.1721 0.5876  -0.061
C26 -6.5516 4.4325 0.1686  -0.061
C27 -5.2826 4.5774 -0.4005  -0.020
C28 -2.2691 4.7558 -1.3630  -0.360
C29 -1.8324 5.9480 -0.8715  0.089
Co2 -1.8776 3.3665 -2.4048  0.195
C30 -1.9192 1.5566 -2.5483  -0.030
O6 -2.0339 0.4047 -2.6207  0.206
C31 -0.1570 3.7815 -2.2238  -0.067
O7 0.9147 4.1844 -1.9941  0.177
C32 -2.1663 3.9569 -4.0541  -0.045
O8 -2.3961 4.3597 -5.1035  0.211
H22 -4.2560 1.3199 -0.2780  0.111
H23 -6.4647 1.0834 0.8510  0.120
H24 -7.9834 3.0553 1.0167  0.112
H25 -7.1956 5.3067 0.3003  0.113
H26 -4.9041 5.5705 -0.6574  0.118
H27 -1.2837 6.6302 -1.5276  0.093
H28 -2.2537 6.3759 0.0481  0.083

Atoms 1-6, force components in eV/Å:
0.2 0.0 -0.1
-1.6 0.1 0.4
0.3 0.6 -0.3
1.1 -0.1 -0.7
-0.5 -0.7 0.8
1.8 -3.5 -1.8